Density functional theory data (wB97M-V/def2-TZVPD) for C3H4N2OS2 in the gas phase.

Structure (XYZ):
```
12
Properties=species:S:1:pos:R:3:forces:R:3
C 0.0971 0.3595 1.8139 0.0749 0.0695 0.3911
C 0.3994 -1.4403 -0.7552 0.3930 0.1003 -0.6915
C -0.1093 0.8545 -1.4175 -0.2006 0.0253 0.6899
H -0.5052 0.6783 2.6893 0.2543 -0.1958 -0.6196
H -1.6288 0.4116 0.7316 -0.1576 0.0277 -0.0681
H 0.2751 -2.1071 0.0996 -0.0308 -0.1460 0.1201
H 0.3890 0.5212 -2.3020 0.2370 -0.1161 -0.5930
N -0.6941 0.0372 0.7486 0.0331 0.0818 0.4213
N -0.1499 -0.1714 -0.4966 0.0429 0.2235 -0.1865
O 0.9366 -1.7196 -1.7947 -0.3428 0.1183 0.6034
S 1.7169 0.2410 1.8924 -0.3472 0.0071 -0.0862
S -0.7268 2.3350 -1.2094 0.0437 -0.1956 0.0191
```
Positions in Å, forces in eV/Å.

Summary:
LUMO energy, eV: -0.5
HOMO level, eV: -9.23
SMILES: O=CN(C=S)NC=S
Orbital gap, eV: 8.683
Energy relative to the best compared isomer or geometry (same formula, charge and spin), kJ/mol: 142.6

***

Density functional theory data (wB97M-V/def2-TZVPD) for a 10-piece molecular cluster, C36H91N3O10 overall in a non-equilibrium geometry.

Structure (XYZ):
```
140
Properties=species:S:1:pos:R:3:forces:R:3
C 0.7825 1.9703 3.1768 -0.5210 0.7185 -2.2199
C 0.6879 1.1343 1.9105 0.4407 -1.1705 1.1894
O -0.4734 0.3529 1.7718 -1.2140 0.4675 -0.2640
H 0.7738 1.3844 4.0225 -0.3479 -1.3076 2.0162
H 0.0007 2.7324 3.1776 0.0077 -0.0146 0.2436
H 1.7383 2.4403 3.1237 0.7670 0.6913 0.1074
H 1.4812 0.3676 1.9343 0.0688 0.5064 -0.2085
H 0.8113 1.7895 1.0892 0.2906 0.5619 -1.2403
H -1.2035 0.9164 1.4442 0.5262 -0.1699 0.2746
C 4.5090 -2.4820 4.0441 -0.8455 -1.2724 -0.3193
C 3.2556 -1.9771 3.2887 1.2004 0.8590 -0.2434
O 2.1041 -2.7845 3.4239 0.4917 -0.2399 -0.5782
H 4.6321 -3.5803 3.9533 -0.2487 0.4830 -0.0428
H 4.3976 -2.2580 5.0946 0.0933 0.0205 0.3597
H 5.4320 -2.0628 3.6816 0.2261 0.5102 -0.2138
H 3.5147 -1.7866 2.1999 -0.4666 -0.2396 1.1636
H 2.9901 -1.0398 3.7782 0.0759 0.3799 -0.3779
H 2.0401 -3.2164 2.5618 -0.0176 -0.7324 0.0099
C 1.5817 -6.2476 -3.8803 1.0172 0.1795 0.4635
C 1.0209 -5.5272 -2.6828 -1.0797 -1.2522 -0.7705
O 0.3624 -6.5801 -1.9933 -0.4888 0.0430 0.6503
H 2.0545 -5.5570 -4.5663 0.2069 -0.0121 -0.3177
H 0.8219 -6.8183 -4.3550 -0.8542 -0.2024 -0.6214
H 2.2903 -7.0023 -3.5147 0.1445 0.3246 -0.1770
H 0.3268 -4.7287 -2.9929 0.1503 -0.0856 0.2824
H 1.8134 -5.1567 -2.0863 0.8233 0.8374 0.6839
H 0.1023 -6.2892 -1.1007 0.1789 0.2083 -0.2963
C -1.9355 -2.3761 5.6948 0.4170 1.6042 -0.7273
C -0.5001 -2.3454 5.1242 -0.4169 -0.0771 0.2914
O -0.4749 -2.3325 3.7177 -3.7961 -0.0415 0.6625
H -1.8918 -2.2783 6.7781 -0.0176 -0.3815 0.0898
H -2.5111 -3.2308 5.3741 -0.0024 -0.4246 0.0497
H -2.4963 -1.4640 5.3620 0.4628 -0.6549 0.0455
H 0.0744 -3.1909 5.5011 -0.0209 -0.2922 0.1031
H 0.0174 -1.4595 5.4815 -0.0049 0.3628 0.3360
H 0.4063 -2.3486 3.4626 2.8307 -0.0072 -0.7512
C -0.6772 -7.4537 1.1526 -0.1518 -0.1086 0.2539
C -0.7195 -5.9776 1.5055 1.1100 -0.1097 -0.9831
O -0.0753 -5.2522 0.4516 0.2643 0.1892 -0.4015
H 0.3428 -7.8266 1.0909 0.2380 0.0817 0.4593
H -1.0459 -7.6824 0.1428 -0.5695 0.2341 0.4457
H -1.2258 -7.9743 1.9527 0.1636 -0.2791 -0.5235
H -0.1269 -5.7687 2.3944 -0.2944 -0.1209 0.3630
H -1.7151 -5.6042 1.6085 -0.7428 0.1263 0.3083
H -0.6285 -4.5407 0.0714 0.0367 0.1970 0.2169
C 4.6957 -4.3183 -0.0143 1.7517 -0.6373 -0.2133
C 3.6675 -5.2517 0.4805 -1.4873 0.8619 0.3996
O 2.6094 -4.4516 1.0745 -0.5558 -0.9043 -0.5225
H 5.1682 -3.8032 0.7993 0.1490 0.3390 0.7147
H 4.3578 -3.5431 -0.6826 -0.2657 -0.1485 -0.5855
H 5.5038 -4.9627 -0.4204 -0.2919 0.6697 -0.3515
H 4.0740 -5.8896 1.2422 0.2921 -0.4724 0.4291
H 3.2785 -5.8841 -0.3162 -0.2059 0.0098 -0.0842
H 1.7509 -4.8660 0.8228 0.3132 0.4719 0.2046
C -0.5293 -0.8192 -1.6660 0.7765 0.0632 -0.5370
C -0.1414 -1.9504 -0.7959 2.0366 -1.5846 -0.8450
O -1.1625 -2.9514 -0.7587 -0.3778 0.5373 0.1175
H 0.3738 -0.2334 -1.8761 -0.3763 0.1995 -0.0700
H -1.2625 -0.2434 -1.1707 -0.8663 1.0139 0.4244
H -0.9494 -1.2115 -2.5773 -0.0596 0.0014 -0.5481
H 0.0562 -1.5962 0.2076 0.3086 -0.0383 0.3328
H 0.8213 -2.4058 -1.2741 -1.6369 0.3275 1.1742
H -1.9295 -2.4239 -0.4301 0.2193 -0.6969 0.2448
C -4.6488 -2.8618 1.4979 1.2191 -0.9105 0.2073
C -4.2649 -1.4339 1.3456 -1.7218 1.8172 -0.7955
C -4.7893 -0.6862 2.5834 1.2118 -0.8452 1.1358
O -4.4681 0.6751 2.6128 1.1604 0.3181 -1.4093
C -4.4550 1.2118 3.8903 -1.7583 -0.6067 0.1985
N -2.8252 -1.2711 1.1291 -0.8585 -0.1842 0.3413
H -4.1545 -3.4532 0.7347 0.4763 -0.1575 0.0137
H -5.6682 -3.0960 1.3260 -1.2313 0.1837 0.3369
H -4.3081 -3.1834 2.4991 -0.2762 -0.3203 -0.4439
H -4.8456 -0.9705 0.4792 0.9772 -0.5873 0.6498
H -4.3874 -1.2099 3.4947 0.2515 0.4415 -0.5441
H -5.8370 -0.7628 2.7443 -1.3724 -0.3443 -0.4024
H -3.7397 0.8042 4.5446 1.5970 -0.6512 0.5617
H -5.3941 0.9054 4.3486 -0.4943 0.5830 0.3889
H -4.3510 2.2678 3.8416 -0.0275 0.8997 -0.0871
H -2.7224 -0.2907 0.9682 0.3091 0.7743 -0.4594
H -2.3917 -1.3749 2.0426 0.5681 -0.4398 0.0573
C -5.0656 2.1694 -1.4671 0.4812 -0.6775 -0.0753
C -3.8804 3.1198 -1.4586 0.5642 -1.4525 -2.1613
C -4.3309 4.3895 -2.1518 -0.4961 0.7991 2.0101
C -3.2967 5.4463 -2.0414 0.6849 1.9618 -0.7447
C -3.0139 5.8248 -0.5893 -0.0877 -0.7773 0.6453
C -2.5437 4.5598 0.1787 -0.5429 0.3482 0.1426
N -3.5074 3.4318 -0.1240 0.8480 1.4045 1.5206
O -3.0579 2.2709 0.5846 0.1108 0.0900 -0.6851
C -1.0844 4.3322 -0.2598 -0.1956 -0.9255 -0.2970
C -2.6637 4.8361 1.6946 -2.3700 -1.6419 -0.5211
C -2.7370 2.4433 -2.3718 -1.5395 1.0390 0.1287
H -5.7298 2.3493 -0.6530 -0.9745 0.7468 0.2873
H -4.7677 1.1555 -1.2735 0.5284 -0.6442 -0.0270
H -5.5200 2.1549 -2.4593 -0.2968 0.2031 0.2253
H -4.5781 4.2182 -3.1616 -0.3899 -0.4847 -1.1990
H -5.2138 4.7729 -1.6175 -0.1462 -0.2630 -0.2598
H -3.5866 6.3680 -2.5864 -0.1348 -0.4331 0.1923
H -2.4120 5.1096 -2.6018 0.1889 0.2101 0.5249
H -3.9248 6.1460 -0.0254 0.4667 0.1603 -0.9450
H -2.2072 6.5893 -0.4873 -0.8183 -0.3981 -0.0868
H -1.1325 3.8690 -1.2730 0.5747 0.3471 0.8926
H -0.5915 5.3059 -0.3554 0.0782 -0.2575 0.1520
H -0.5144 3.6973 0.4508 -0.3097 0.2134 -0.5388
H -2.9430 3.9078 2.2281 0.4535 0.2596 -0.2941
H -1.7600 5.1358 2.0779 2.1345 1.0316 1.0197
H -3.4792 5.5140 1.9905 0.3936 0.1571 -0.4923
H -3.1393 1.5728 -2.8764 -0.0748 -0.2338 0.0082
H -1.9185 2.1358 -1.7478 0.5517 -0.0464 -0.1180
H -2.5203 3.1776 -3.1688 0.6893 -0.5326 0.4532
H -3.7748 2.1478 1.2086 -0.1640 -0.5553 0.3536
C 5.4409 1.8429 -4.3693 0.4779 -1.0036 0.3005
C 4.1402 2.3215 -3.7850 -1.7088 -0.9827 -0.7799
C 3.8247 1.3781 -2.5822 1.2669 2.4292 0.1248
C 2.5782 1.8222 -1.8481 0.1372 1.0240 0.7033
C 2.8688 3.2299 -1.2594 -1.0528 0.4439 -2.2199
C 3.1394 4.2508 -2.4192 -0.7450 -0.7061 -0.2960
N 4.1705 3.6603 -3.2488 2.1652 1.0908 -1.1581
O 4.5172 4.5773 -4.3989 -0.4191 -0.8153 1.7232
C 1.8431 4.5318 -3.2500 0.2486 -0.5803 1.6163
C 3.6769 5.5168 -1.7815 0.4701 0.5390 1.0869
C 3.1356 2.1080 -4.9156 -1.0155 0.1160 0.8194
H 5.2696 0.7722 -4.6075 0.2846 0.4826 0.1900
H 6.2089 1.8769 -3.6062 0.5348 0.1933 -0.0645
H 5.7467 2.2864 -5.3081 0.0364 0.5185 0.0555
H 3.9318 0.3517 -2.8423 -0.2991 -0.7971 -0.3191
H 4.7194 1.6871 -2.0104 -0.3571 -0.8333 0.6575
H 2.3259 1.1854 -1.0115 -0.2035 -0.5107 0.0012
H 1.7519 1.9018 -2.5457 -0.3855 -0.3231 0.1392
H 3.7668 3.1558 -0.7366 1.5910 -0.0714 1.1865
H 2.1364 3.7171 -0.6018 -0.2419 -0.6143 -0.1969
H 2.0835 5.0944 -4.1142 0.2242 0.8399 -0.7310
H 1.4354 3.5922 -3.6055 -0.2363 -0.0164 0.1073
H 1.0963 5.0379 -2.6208 0.1418 -0.0379 -0.2916
H 2.9378 5.7719 -0.9878 0.5113 0.3171 -0.5369
H 4.6822 5.4033 -1.2545 -1.2388 -0.2441 -0.7556
H 3.7851 6.3455 -2.4934 -0.2299 -0.1666 0.1902
H 3.4192 1.2376 -5.4462 0.2289 -0.8672 -0.7670
H 3.0341 2.9261 -5.5987 0.2145 0.5736 -0.3469
H 2.1525 1.8966 -4.5157 -0.3897 0.0165 -0.0225
H 5.2789 5.0182 -3.9963 -0.1028 -0.0359 -0.3529
```
Positions in Å, forces in eV/Å.

Summary:
LUMO energy, eV: 0.6
HOMO level, eV: -8.55
SMILES: CC1(C)CCCC(C)(C)N1O.CC1(C)CCCC(C)(C)N1O.COC[C@H](C)N.CCO.CCO.CCO.CCO.CCO.CCO.CCO
Orbital gap, eV: 9.122

***

- Which value of HOMO level does entry 2 give?
  -8.55 eV

***

- Which value of LUMO energy does entry 1 give?
  -0.5 eV